(1)
Here is a cluster of 7 separate species, C50H53N4O12 in total at a distorted geometry from the Open Molecules 2025 dataset. Energies are from ωB97M-V/def2-TZVPD.

Structure (ORCA input):
```
! RIJCOSX wB97M-V def2-TZVPD def2/J DEFGRID3
* xyz 1 1
C -2.20 -5.01 -3.47
C -0.97 -5.83 -2.71
C -0.96 -5.58 -1.08
C 0.43 -4.82 -0.58
C 0.27 -3.18 -0.59
C 1.09 -2.58 0.71
C 2.42 -1.71 0.18
C 2.09 -0.10 0.14
C 3.32 0.84 0.66
C 4.66 0.80 -0.31
C 4.79 2.10 -1.32
C 3.80 1.94 -2.63
N 3.26 3.25 -3.16
C 2.30 4.02 -2.54
N 1.63 5.32 -2.93
C 0.64 5.74 -1.84
N 0.64 4.66 -0.76
N 1.59 3.74 -1.23
H -3.07 -4.70 -2.72
H -2.68 -5.70 -4.29
H -1.79 -4.01 -3.96
H 0.05 -5.52 -3.24
H -1.13 -6.98 -2.88
H -1.90 -4.93 -0.78
H -0.98 -6.63 -0.55
H 1.36 -5.10 -1.25
H 0.65 -5.23 0.50
H -0.87 -2.92 -0.48
H 0.65 -2.75 -1.62
H 0.35 -1.92 1.33
H 1.48 -3.43 1.42
H 2.75 -2.11 -0.89
H 3.28 -1.97 0.94
H 1.17 0.08 0.88
H 1.69 0.15 -0.94
H 3.01 1.96 0.91
H 3.67 0.39 1.70
H 4.70 -0.22 -0.88
H 5.59 0.90 0.44
H 5.90 2.06 -1.75
H 4.70 3.14 -0.78
H 4.44 1.34 -3.44
H 2.88 1.26 -2.38
H 3.61 3.61 -4.10
H -0.04 6.70 -1.77
H 0.09 4.59 0.13
H 1.79 2.90 -0.64
C -4.07 3.87 -0.88
C -3.00 4.05 -0.09
C -3.15 4.40 1.33
O -2.17 4.58 2.05
C -4.52 4.54 1.86
C -5.59 4.35 1.08
C -5.44 4.00 -0.35
O -6.41 3.82 -1.06
H -3.97 3.61 -1.93
H -1.99 3.96 -0.47
H -4.61 4.79 2.91
H -6.60 4.44 1.45
C -9.54 8.36 -1.25
C -10.37 8.25 -2.29
C -10.13 7.28 -3.37
O -10.89 7.18 -4.32
C -8.93 6.43 -3.26
C -8.09 6.53 -2.23
C -8.34 7.51 -1.14
O -7.58 7.60 -0.19
H -9.70 9.07 -0.45
H -11.26 8.87 -2.38
H -8.77 5.72 -4.07
H -7.21 5.92 -2.13
C 1.56 -10.12 0.29
C 1.91 -8.84 0.26
C 1.57 -7.93 1.37
O 1.89 -6.75 1.35
C 0.81 -8.49 2.51
C 0.46 -9.78 2.53
C 0.80 -10.69 1.42
O 0.47 -11.87 1.44
H 1.80 -10.80 -0.52
H 2.47 -8.40 -0.56
H 0.57 -7.81 3.32
H -0.10 -10.21 3.35
C 4.16 7.48 -1.14
C 4.45 7.33 -2.43
C 5.82 7.57 -2.94
O 6.09 7.44 -4.12
C 6.85 7.98 -1.96
C 6.55 8.13 -0.66
C 5.18 7.89 -0.16
O 4.91 8.02 1.03
H 3.16 7.31 -0.75
H 3.71 7.03 -3.16
H 7.84 8.15 -2.34
H 7.29 8.43 0.07
C -1.33 7.96 2.68
C -1.03 7.81 1.38
C 0.33 8.05 0.88
O 0.60 7.92 -0.31
C 1.36 8.46 1.86
C 1.06 8.61 3.15
C -0.31 8.36 3.66
O -0.58 8.50 4.85
H -2.33 7.78 3.07
H -1.77 7.51 0.65
H 2.35 8.63 1.47
H 1.80 8.90 3.89
C 1.60 -14.89 3.13
C 0.50 -14.36 3.67
C -0.21 -15.05 4.78
O -1.22 -14.57 5.27
C 0.36 -16.32 5.25
C 1.46 -16.85 4.71
C 2.17 -16.16 3.61
O 3.18 -16.64 3.11
H 2.13 -14.40 2.32
H 0.08 -13.43 3.33
H -0.17 -16.81 6.06
H 1.89 -17.78 5.05
*
```

Values from the calculation:
F_max, hartree/bohr: 0.132
Energy, eV: -83217.798
Energy relative to the best compared isomer or geometry (same formula, charge and spin), kJ/mol: 887.2
Molecular weight, g mol⁻¹: 901.99
Orbital gap, eV: 6.918

(2)
Here is a structure of composition C50H54As2BrCrN2S5Sb from the Open Molecules 2025 dataset. Energies are from ωB97M-V/def2-TZVPD.

Structure (ORCA input):
```
! RIJCOSX wB97M-V def2-TZVPD def2/J DEFGRID3
* xyz 0 5
Cr 1.60 0.60 2.14
Br -0.29 -5.85 5.40
C -0.13 -4.06 4.85
C -0.14 -3.75 3.50
C -0.03 -2.43 3.10
C 0.10 -1.42 4.04
C 0.10 -1.74 5.40
C -0.02 -3.06 5.80
N 0.30 -0.08 3.58
C -0.27 0.88 4.23
C -0.05 2.24 3.76
C -0.56 3.35 4.41
C -0.26 4.60 3.91
C 0.53 4.70 2.77
C 0.99 3.55 2.16
N 0.69 2.33 2.64
H -0.22 -4.54 2.76
H -0.07 -2.18 2.05
H 0.26 -0.97 6.14
H -0.01 -3.31 6.86
H -0.91 0.70 5.09
H -1.15 3.23 5.31
H -0.63 5.49 4.40
H 0.80 5.66 2.35
H 1.61 3.56 1.27
C 0.46 -2.06 -0.82
C -0.14 -0.67 -0.92
As -2.08 -0.47 -1.32
C -2.73 -0.64 0.52
C -2.82 0.55 1.23
C -3.30 0.58 2.53
C -3.71 -0.60 3.14
C -3.63 -1.80 2.44
C -3.13 -1.82 1.14
C -2.63 -2.17 -2.11
C -1.86 -2.82 -3.08
C -2.33 -3.96 -3.71
C -3.59 -4.45 -3.41
C -4.38 -3.78 -2.49
C -3.91 -2.65 -1.85
As 2.40 -2.17 -1.25
C 3.22 -2.54 0.49
C 4.31 -3.41 0.52
C 4.92 -3.75 1.72
C 4.44 -3.24 2.92
C 3.37 -2.36 2.91
C 2.80 -2.01 1.70
C 2.27 -4.05 -1.81
C 2.55 -4.35 -3.14
C 2.37 -5.64 -3.62
C 1.91 -6.64 -2.78
C 1.64 -6.35 -1.44
C 1.82 -5.06 -0.96
H 0.07 -2.71 -1.60
H 0.24 -2.56 0.13
H 0.36 -0.08 -1.69
H -0.03 -0.10 0.00
H -2.51 1.48 0.76
H -3.37 1.52 3.06
H -4.11 -0.59 4.15
H -3.93 -2.73 2.92
H -3.06 -2.77 0.62
H -0.89 -2.42 -3.38
H -1.71 -4.45 -4.45
H -3.95 -5.35 -3.90
H -5.38 -4.14 -2.27
H -4.55 -2.13 -1.15
H 4.68 -3.83 -0.40
H 5.77 -4.42 1.71
H 4.91 -3.52 3.86
H 3.01 -1.93 3.84
H 1.94 -1.33 1.70
H 2.91 -3.57 -3.80
H 2.59 -5.87 -4.66
H 1.78 -7.65 -3.15
H 1.29 -7.13 -0.78
H 1.62 -4.85 0.08
S 8.22 2.03 -0.43
C 6.71 1.77 0.16
S 5.30 1.60 -0.83
C 4.13 1.37 0.45
C 4.62 1.39 1.71
S 3.68 1.18 3.17
S 6.35 1.63 1.84
S 2.44 1.17 0.02
C 1.02 5.63 -2.66
C -0.49 5.47 -2.44
C -1.01 6.52 -1.46
Sb -0.85 3.44 -1.77
C -0.66 2.52 -3.73
C -0.95 3.45 -4.92
C 0.73 1.90 -3.89
C -3.02 3.49 -1.57
C -3.42 4.14 -0.25
C -3.78 4.09 -2.74
H 1.25 6.62 -3.06
H 1.42 4.90 -3.36
H 1.57 5.51 -1.72
H -1.01 5.59 -3.39
H -0.66 6.34 -0.45
H -2.10 6.56 -1.44
H -0.66 7.52 -1.75
H -1.41 1.73 -3.71
H -0.17 4.21 -5.01
H -1.91 3.96 -4.85
H -0.94 2.87 -5.85
H 1.51 2.66 -3.85
H 0.81 1.40 -4.86
H 0.96 1.16 -3.12
H -3.26 2.42 -1.51
H -3.37 5.23 -0.31
H -2.78 3.84 0.59
H -4.45 3.89 0.02
H -3.47 5.12 -2.95
H -4.86 4.12 -2.52
H -3.66 3.51 -3.65
*
```

Values from the calculation:
F_max, hartree/bohr: 0.015
Energy, eV: -336561.156
Energy relative to the best compared isomer or geometry (same formula, charge and spin), kJ/mol: 151.0
Expectation value of S²: 6.054
Molecular weight, g mol⁻¹: 1246.84
Orbital gap (alpha / beta), eV: 4.881 / 4.783

(3)
Here is a structure of composition C50H54FeN4O7PS at a distorted geometry from the Open Molecules 2025 dataset. Energies are from ωB97M-V/def2-TZVPD.

Structure (ORCA input):
```
! RIJCOSX wB97M-V def2-TZVPD def2/J DEFGRID3
* xyz -1 5
Fe -1.09 -0.21 0.32
C -0.26 -2.07 4.36
C -0.70 -0.99 3.38
O -0.83 -1.36 2.17
C -0.98 0.26 3.89
C -1.63 1.29 3.18
C -2.04 2.53 3.92
N -1.99 1.15 1.92
N -2.92 2.02 1.47
C -3.36 1.77 0.26
O -2.86 0.90 -0.53
C -4.58 2.52 -0.10
C -4.79 3.82 0.36
C -5.98 4.47 0.10
C -6.98 3.83 -0.62
C -6.78 2.54 -1.08
C -5.58 1.89 -0.83
H 0.59 -2.63 3.96
H -0.01 -1.66 5.33
H -1.08 -2.78 4.47
H -0.76 0.46 4.93
H -1.46 2.65 4.84
H -1.90 3.40 3.28
H -3.10 2.48 4.17
H -4.02 4.29 0.94
H -6.14 5.47 0.48
H -7.92 4.34 -0.80
H -7.57 2.04 -1.62
H -5.42 0.88 -1.17
C -1.39 3.95 -1.13
O -2.26 3.43 -2.10
P -1.99 1.91 -2.64
O -1.38 2.31 -4.19
C -0.01 2.20 -4.43
O -3.51 1.76 -3.16
C -3.98 0.47 -3.49
H -1.70 4.99 -0.95
H -0.35 3.94 -1.47
H -1.45 3.39 -0.20
H 0.13 1.74 -5.41
H 0.47 1.58 -3.67
H 0.47 3.19 -4.43
H -5.06 0.56 -3.64
H -3.78 -0.23 -2.68
H -3.52 0.09 -4.40
C 4.73 -0.90 -2.93
N 3.29 -0.87 -3.16
N 2.60 0.19 -2.54
C 1.44 -0.31 -1.90
O 0.63 0.42 -1.29
C 1.47 -1.71 -2.11
C 2.58 -2.03 -2.84
C 3.05 -3.37 -3.27
C 2.95 1.50 -2.79
C 2.64 2.51 -1.86
C 3.04 3.80 -2.09
C 3.77 4.14 -3.23
C 4.06 3.15 -4.16
C 3.65 1.85 -3.95
H 5.14 0.10 -3.03
H 5.17 -1.55 -3.68
H 4.97 -1.29 -1.93
H 0.72 -2.38 -1.77
H 2.23 -4.07 -3.17
H 3.88 -3.71 -2.64
H 3.39 -3.35 -4.30
H 2.07 2.26 -0.98
H 2.81 4.57 -1.36
H 4.09 5.15 -3.40
H 4.60 3.40 -5.06
H 3.85 1.09 -4.69
O 0.97 0.68 1.46
S 2.37 0.92 1.81
C 2.77 -0.08 3.33
C 2.27 0.55 4.59
C 2.18 -0.21 5.75
C 1.73 0.35 6.93
C 1.37 1.69 6.97
C 1.45 2.45 5.82
C 1.91 1.89 4.64
C 3.43 -0.14 0.69
C 3.27 -1.61 0.84
C 4.38 -2.42 1.02
C 4.25 -3.79 1.14
C 2.99 -4.37 1.10
C 1.87 -3.57 0.93
C 2.00 -2.20 0.80
H 3.86 -0.16 3.34
H 2.34 -1.07 3.20
H 2.45 -1.26 5.72
H 1.67 -0.25 7.83
H 1.02 2.13 7.89
H 1.15 3.49 5.83
H 1.98 2.50 3.75
H 4.46 0.17 0.88
H 3.13 0.18 -0.30
H 5.37 -1.97 1.05
H 5.12 -4.42 1.26
H 2.88 -5.44 1.20
H 0.88 -4.00 0.89
H 1.11 -1.59 0.68
C -2.82 -5.86 0.03
C -2.63 -4.91 1.05
C -2.25 -3.63 0.74
C -2.05 -3.22 -0.59
C -1.66 -1.88 -0.92
C -1.58 -1.57 -2.25
C -1.81 -2.51 -3.27
C -2.13 -3.80 -2.97
C -2.27 -4.19 -1.62
C -2.64 -5.50 -1.27
H -3.12 -6.87 0.29
H -2.79 -5.21 2.07
H -2.11 -2.90 1.52
H -1.32 -0.56 -2.55
H -1.72 -2.20 -4.31
H -2.28 -4.54 -3.74
H -2.80 -6.21 -2.07
*
```

Values from the calculation:
F_max, hartree/bohr: 0.035
Energy, eV: -127531.858
Expectation value of S²: 6.011
Molecular weight, g mol⁻¹: 941.89
Orbital gap (alpha / beta), eV: 5.248 / 5.298

(4)
Here is a structure of composition C50H55ClFeN7O4 at a distorted geometry from the Open Molecules 2025 dataset. Energies are from ωB97M-V/def2-TZVPD.

Structure (ORCA input):
```
! RIJCOSX wB97M-V def2-TZVPD def2/J DEFGRID3
* xyz -1 5
Fe -0.04 -0.78 0.32
C 1.87 1.76 -5.79
C 1.68 2.63 -4.55
C 1.77 1.86 -3.27
C 2.82 1.83 -2.37
C 4.14 2.51 -2.50
C 5.11 1.70 -3.36
C 2.41 0.95 -1.31
C 3.18 0.63 -0.21
C 2.92 -0.17 0.90
C 3.88 -0.30 1.96
C 5.24 0.33 2.00
C 6.28 -0.51 1.26
C 3.31 -1.09 2.91
C 2.01 -1.46 2.41
C 1.15 -2.29 3.14
C -0.16 -2.61 2.86
N -0.84 -2.12 1.80
C -2.12 -2.55 1.91
C -3.15 -2.13 1.08
C -2.98 -1.18 0.08
N -1.83 -0.58 -0.21
C -2.02 0.33 -1.33
C -0.51 0.61 -3.40
C 0.77 1.00 -2.71
N 1.14 0.48 -1.55
C -3.53 0.24 -1.61
C -4.04 -0.69 -0.78
C -5.44 -1.23 -0.76
C -5.50 -2.61 -1.42
C -4.28 0.95 -2.68
C -4.54 0.04 -3.89
C -2.26 -3.39 3.08
C -1.03 -3.42 3.69
C -0.65 -4.08 4.97
C 0.19 -5.34 4.75
C -3.52 -4.07 3.49
C -3.72 -5.37 2.71
N 1.79 -0.88 1.20
C 3.87 -1.47 4.24
C 4.48 -2.88 4.24
H 1.90 2.38 -6.68
H 1.05 1.05 -5.89
H 2.80 1.19 -5.73
H 0.70 3.11 -4.62
H 2.43 3.42 -4.54
H 4.58 2.67 -1.51
H 4.01 3.50 -2.96
H 5.19 0.68 -2.98
H 6.10 2.15 -3.37
H 4.75 1.65 -4.38
H 4.16 1.09 -0.20
H 5.55 0.46 3.03
H 5.20 1.33 1.55
H 6.40 -1.47 1.75
H 7.24 0.00 1.25
H 5.97 -0.69 0.23
H 1.55 -2.69 4.07
H -4.14 -2.52 1.25
H -0.19 0.03 -4.27
H -6.11 -0.54 -1.28
H -5.78 -1.31 0.28
H -5.23 -2.54 -2.47
H -6.50 -3.03 -1.34
H -4.80 -3.28 -0.93
H -3.75 1.84 -3.01
H -5.24 1.28 -2.27
H -3.66 -0.56 -4.10
H -4.77 0.64 -4.77
H -5.37 -0.63 -3.71
H -1.56 -4.34 5.52
H -0.08 -3.37 5.58
H -0.39 -6.08 4.19
H 0.48 -5.78 5.70
H 1.08 -5.10 4.17
H -4.37 -3.41 3.31
H -3.49 -4.29 4.56
H -3.73 -5.17 1.65
H -4.65 -5.86 3.00
H -2.89 -6.05 2.92
H 3.08 -1.42 5.00
H 4.63 -0.75 4.53
H 3.73 -3.61 3.97
H 4.88 -3.13 5.22
H 5.28 -2.93 3.50
O -1.97 0.69 -5.85
C -1.88 1.86 -5.19
O -2.22 2.88 -5.75
C -1.32 1.81 -3.83
C -1.54 2.77 -2.90
Cl -2.53 4.17 -3.26
N -1.15 2.61 -1.58
N -1.50 1.55 -0.83
C -1.31 -0.28 -2.52
C -0.86 -1.73 -2.57
O -1.00 -2.29 -3.66
O -0.32 -2.18 -1.53
C -0.30 3.51 -0.93
C 0.48 3.02 0.12
C 1.35 3.84 0.80
C 1.43 5.19 0.47
C 0.66 5.68 -0.57
C -0.18 4.85 -1.28
H -1.76 -0.08 -5.29
H 0.40 1.97 0.37
H 1.98 3.43 1.58
H 2.09 5.85 1.02
H 0.71 6.73 -0.82
H -0.75 5.27 -2.10
C -1.14 3.88 3.49
C -1.90 2.56 3.38
C -1.09 1.56 2.74
N -0.41 0.79 2.24
H -1.75 4.61 4.01
H -0.89 4.26 2.51
H -0.22 3.74 4.05
H -2.81 2.69 2.79
H -2.18 2.19 4.37
*
```

Values from the calculation:
F_max, hartree/bohr: 0.034
Energy, eV: -118273.656
Expectation value of S²: 6.087
Molecular weight, g mol⁻¹: 909.33
Orbital gap (alpha / beta), eV: 5.289 / 5.309